The following is a DFT calculation (ωB97M-V/def2-TZVPD) of 2 unconnected molecules or ions with the total composition C6H11NO.

Computed properties:
HOMO (spin up / spin down) = -0.280 / -0.279 hartree
M = 113.16 g/mol
energy relative to the best compared isomer or geometry (same formula, charge and spin) = 153.1 kcal/mol
total charge = 0

The geometry in XYZ format:
```
19
Properties=species:S:1:pos:R:3:forces:R:3
C -1.244 -0.509 -0.644 0.19 -0.01 1.61
C 2.339 0.533 -0.317 -0.07 1.14 -0.22
C -1.100 0.744 0.130 -0.81 0.85 0.22
C -1.130 -1.904 -0.026 -1.34 2.15 1.91
C 3.796 0.377 -0.028 -0.88 -0.16 -2.26
C -2.006 1.965 -0.104 -0.82 0.27 0.83
N -0.154 0.432 -0.873 -1.67 0.44 -2.32
O 1.460 -0.233 -0.227 1.56 -1.82 1.20
H -0.750 0.722 1.156 0.15 -0.44 0.18
H -2.170 -2.198 0.190 0.41 -0.24 -0.24
H -0.605 -1.977 0.934 0.12 0.36 -0.30
H -0.682 -2.523 -0.703 1.04 -1.99 -1.74
H 4.253 1.118 -0.764 0.22 -1.51 1.25
H 4.018 -0.707 -0.038 0.60 0.62 -0.42
H 3.834 0.708 0.964 0.61 0.81 1.55
H -3.075 1.655 -0.214 0.81 0.09 -0.20
H -1.753 2.664 -0.943 0.09 -0.84 0.76
H -2.008 2.502 0.872 0.05 0.17 -0.84
H -2.046 -0.489 -1.346 -0.27 0.11 -0.97
```
Positions in Å, forces in eV/Å.